# C9H15N3

A structure of composition C9H15N3 in a non-equilibrium geometry (ωB97M-V with the def2-TZVPD basis set, the Open Molecules 2025 dataset).

Each line ends with the Löwdin charge.
Element x y z (Å)
N: 0.61552 -0.51475 1.60673  0.19
N: 1.38601 0.22608 0.66631  0.10
N: 1.04692 1.09847 -2.72454  0.16
C: 0.19888 -1.81683 -1.01106  -0.38
C: 0.47378 -3.00731 0.04916  -0.06
C: -0.86801 1.73566 0.76592  -0.29
C: 0.08731 2.95510 0.50870  -0.08
C: -1.20439 -1.19413 -1.04436  -0.08
C: 1.19073 0.15183 -2.05886  -0.24
C: -1.76901 2.07722 1.95123  -0.07
C: 1.26207 -0.75747 -0.99327  -0.20
C: 0.16056 0.48839 1.02462  -0.33
H: -1.23064 1.51014 -0.22011  0.10
H: -2.38933 1.32947 2.29878  0.04
H: -2.33183 2.91866 1.40373  0.12
H: 1.59012 -3.23989 0.01438  0.08
H: -1.11244 -0.15366 -1.34139  0.04
H: 0.40773 3.26571 1.55789  0.10
H: 0.99747 2.50525 0.13285  0.04
H: -0.07020 3.89171 -0.12378  0.11
H: -1.34601 2.60842 2.81276  0.08
H: -1.81774 -1.24689 -0.13403  0.08
H: 2.25043 -1.16457 -0.86879  0.12
H: 0.01098 -4.00980 -0.30622  0.10
H: -1.88026 -1.70136 -1.77767  0.09
H: 0.22717 -2.36171 -1.96916  0.13
H: 0.24047 -2.76720 1.06429  0.03

HOMO energy (spin up / spin down)   -0.313 / -0.313 Eh
Charge   0
Gap between HOMO and LUMO (spin up / spin down)   9.1 / 9.1 eV
Energy above the lowest of the compared OMol25 structures with the same formula, charge and spin   144.4 kcal/mol


# C5H9N

The molecule C5H9N in a non-equilibrium geometry (ωB97M-V with the def2-TZVPD basis set, the Open Molecules 2025 dataset).

Each line ends with the Löwdin charge.
Element x y z (Å)
N: 0.66333 -0.47549 -0.21289  -0.05
C: 0.86817 -2.88798 -0.40202  -0.03
C: 0.18697 -1.75819 -0.25932  -0.27
C: -0.22923 0.67420 -0.44474  -0.19
C: -0.39733 1.54440 0.78070  -0.17
C: -0.73452 2.82252 0.70874  -0.01
H: 0.12360 1.22355 -1.26678  0.10
H: -1.21877 3.40385 1.45874  0.04
H: 0.43071 -3.87436 -0.32534  0.03
H: -0.47574 0.99995 1.71747  0.10
H: -0.84366 -1.85733 0.07388  0.11
H: -1.20429 0.18738 -0.47542  0.12
H: 1.90580 -3.00333 -0.70569  0.04
H: -0.71298 3.31145 -0.26444  0.06
H: 1.63795 -0.31064 -0.38288  0.13

SMILES   C=CCNC=C
HOMO energy   -0.292 Eh
Charge   0
Gap between HOMO and LUMO   9.1 eV
Energy above the lowest of the compared OMol25 structures with the same formula, charge and spin   44.6 kcal/mol


# C28H78Fe2N6O16S2

A structure of composition C28H78Fe2N6O16S2 in a non-equilibrium geometry (ωB97M-V with the def2-TZVPD basis set, the Open Molecules 2025 dataset).

Each line ends with the Löwdin charge.
Element x y z (Å)
Fe: 16.51268 24.90500 -16.85523  1.03
Fe: 17.79746 20.27618 -16.11266  1.21
S: 18.97355 22.66045 -16.60840  0.42
S: 14.92624 22.06013 -16.55350  0.39
O: 13.91778 19.63812 -14.18978  -0.10
O: 18.07911 23.82255 -16.88647  -0.38
O: 8.89873 20.39153 -19.89126  -0.17
O: 14.92976 26.15074 -17.05526  -0.33
O: 18.64090 21.89368 -15.37256  -0.36
O: 14.61088 21.92704 -17.98432  -0.29
O: 11.38229 22.80920 -15.32656  -0.11
O: 17.29149 16.99013 -15.74067  -0.24
O: 18.52014 21.52490 -17.47675  -0.38
O: 15.47646 23.45083 -16.37140  -0.40
O: 19.53407 18.30054 -13.22664  -0.18
O: 16.03970 21.18710 -16.20578  -0.37
O: 16.87334 26.60170 -20.49278  -0.26
O: 13.78504 21.84263 -15.68639  -0.29
O: 17.05659 27.78145 -13.48129  -0.22
O: 20.34023 23.07508 -16.64974  -0.20
N: 16.04750 24.33594 -18.94898  0.05
N: 16.90830 25.61337 -14.94935  0.02
N: 17.15302 19.49708 -14.32594  0.03
N: 17.00863 19.11981 -17.77658  0.04
N: 17.49670 26.57366 -17.70704  0.04
N: 11.92182 20.19335 -17.79927  0.03
C: 17.22025 22.83152 -20.49420  -0.03
C: 16.70571 27.76271 -17.27302  -0.37
C: 18.45240 18.70537 -12.39897  -0.21
C: 17.80235 28.65434 -12.64802  -0.06
C: 17.54766 15.76923 -15.07538  -0.08
C: 13.75231 17.30436 -13.63165  -0.06
C: 15.03620 17.99869 -18.62128  -0.03
C: 16.41514 16.82304 -16.85079  -0.18
C: 11.24814 23.09830 -12.94498  -0.09
C: 8.62103 19.00521 -20.10176  -0.08
C: 20.41326 17.49646 -12.42920  -0.08
C: 16.26891 26.79531 -12.86819  -0.18
C: 17.22684 24.24487 -19.83697  -0.37
C: 10.13678 20.69298 -19.36877  -0.23
C: 13.54294 25.83127 -16.94197  -0.01
C: 17.30915 29.05884 -17.85801  0.00
C: 15.22360 27.48184 -17.54418  -0.10
C: 13.14976 18.49757 -14.40135  -0.33
C: 16.88218 20.76657 -12.26456  -0.03
C: 15.78593 25.81389 -13.95184  -0.32
C: 17.86811 19.96620 -13.04688  -0.34
C: 10.56399 19.84296 -18.11542  -0.43
C: 10.84039 22.26097 -14.13420  -0.32
C: 17.26460 25.30179 -20.94818  -0.17
C: 16.66658 27.54759 -21.54320  -0.06
C: 15.28734 24.44301 -13.46194  -0.01
C: 15.93471 18.15102 -17.41518  -0.38
C: 9.69403 20.00930 -16.87957  -0.03
H: 16.96080 21.97889 -19.87039  0.06
H: 15.62663 23.40212 -18.90107  0.06
H: 16.68999 29.95308 -17.76878  0.10
H: 21.30240 17.22731 -12.99526  0.10
H: 13.40534 24.87790 -16.44222  0.09
H: 14.54333 28.19362 -17.08016  0.15
H: 15.05094 26.41765 -14.49146  0.13
H: 14.05973 17.56201 -12.61875  0.08
H: 14.74681 17.17567 -14.08305  0.04
H: 10.98043 20.64066 -20.06915  0.11
H: 15.34787 27.25121 -12.49282  0.14
H: 9.75434 22.21752 -14.22764  0.12
H: 13.15313 25.85538 -17.96366  0.12
H: 16.17682 27.03276 -22.37310  0.10
H: 15.50827 16.31960 -16.49859  0.14
H: 13.16594 16.41227 -13.82569  0.09
H: 19.89100 16.55201 -12.23329  0.09
H: 18.17831 25.39384 -21.53726  0.15
H: 18.75513 20.52242 -13.35139  0.13
H: 16.17386 19.74635 -14.17094  0.07
H: 11.20922 21.23607 -14.00056  0.10
H: 15.37340 24.74407 -19.60932  0.13
H: 17.10172 18.48765 -14.20741  0.08
H: 17.14538 29.29256 -12.05686  0.10
H: 17.35252 21.25406 -11.40405  0.10
H: 17.58459 28.05170 -21.84262  0.10
H: 14.43210 18.90053 -18.76226  0.07
H: 17.62814 18.62097 -18.41429  0.13
H: 9.46443 18.54016 -20.61640  0.09
H: 15.19076 24.37480 -12.37667  0.10
H: 10.70181 22.96334 -12.00468  0.08
H: 12.06403 18.52537 -14.22853  0.11
H: 17.71299 17.92854 -12.17615  0.14
H: 12.24591 22.78652 -12.62052  0.06
H: 18.53944 29.20250 -13.22619  0.09
H: 14.25451 17.23599 -18.51546  0.10
H: 7.75638 18.88228 -20.74855  0.09
H: 10.07218 21.74722 -19.09596  0.13
H: 20.68505 17.95161 -11.47749  0.09
H: 15.07166 27.47983 -18.62757  0.13
H: 15.93256 28.24462 -21.13624  0.09
H: 12.52727 20.73277 -18.42695  0.06
H: 18.22314 22.60454 -20.86560  0.10
H: 17.51859 28.92879 -18.91837  0.08
H: 18.17497 29.29619 -17.23990  0.09
H: 11.98046 20.55969 -16.84469  0.04
H: 10.61274 18.81117 -18.49783  0.12
H: 8.95397 19.20622 -16.87608  0.08
H: 17.62724 26.80850 -18.70041  0.09
H: 16.79527 27.86013 -16.18858  0.12
H: 14.22433 24.37245 -13.71768  0.08
H: 16.73283 26.27160 -12.02696  0.14
H: 16.54974 19.81735 -18.35809  0.09
H: 18.17021 16.03122 -14.22079  0.08
H: 13.20263 18.20165 -15.46735  0.10
H: 17.40450 26.51111 -14.88468  0.09
H: 16.57503 22.82710 -21.37825  0.09
H: 9.06115 20.89776 -16.87990  0.09
H: 10.24426 20.00011 -15.93960  0.06
H: 18.38392 28.06795 -11.92747  0.10
H: 16.33550 21.54478 -12.79549  0.07
H: 18.78088 19.06537 -11.41570  0.14
H: 16.54342 24.96173 -21.70748  0.13
H: 18.17987 24.30896 -19.31024  0.12
H: 18.41790 26.84120 -17.34347  0.13
H: 16.65468 15.25122 -14.71212  0.10
H: 15.34754 18.56605 -16.58798  0.13
H: 16.96326 16.17410 -17.54300  0.14
H: 15.55162 17.77440 -19.55553  0.09
H: 11.12258 24.16301 -13.14013  0.08
H: 15.78203 23.60446 -13.93755  0.06
H: 8.38465 18.53064 -19.14760  0.08
H: 13.01322 26.57897 -16.34571  0.11
H: 16.10762 20.13216 -11.81736  0.10
H: 12.33013 22.56470 -15.42443  0.01
H: 13.63608 20.39556 -14.74470  0.04
H: 17.49309 25.00978 -14.36067  0.13
H: 18.09833 15.09528 -15.73858  0.10

HOMO energy (spin up / spin down)   -0.429 / -0.429 Eh
Expectation value of S²   30.01
2S+1   11
Charge   +2
Gap between HOMO and LUMO (spin up / spin down)   7.6 / 4.4 eV